{
  "formula": "C72H192N20O4P4",
  "method": "ωB97M-V/def2-TZVPD",
  "symbols": ["C", "C", "N", "C", "C", "C", "C", "H", "H", "H", "H", "H", "H", "H", "H", "H", "H", "H", "H", "H", "H", "H", "C", "C", "N", "C", "C", "C", "C", "H", "H", "H", "H", "H", "H", "H", "H", "H", "H", "H", "H", "H", "H", "H", "C", "C", "N", "C", "C", "C", "C", "H", "H", "H", "H", "H", "H", "H", "H", "H", "H", "H", "H", "H", "H", "H", "C", "C", "N", "C", "C", "C", "C", "H", "H", "H", "H", "H", "H", "H", "H", "H", "H", "H", "H", "H", "H", "H", "C", "C", "N", "C", "C", "C", "C", "H", "H", "H", "H", "H", "H", "H", "H", "H", "H", "H", "H", "H", "H", "H", "C", "C", "N", "C", "C", "C", "C", "H", "H", "H", "H", "H", "H", "H", "H", "H", "H", "H", "H", "H", "H", "H", "C", "C", "N", "C", "C", "C", "C", "H", "H", "H", "H", "H", "H", "H", "H", "H", "H", "H", "H", "H", "H", "H", "C", "C", "N", "C", "C", "C", "C", "H", "H", "H", "H", "H", "H", "H", "H", "H", "H", "H", "H", "H", "H", "H", "O", "P", "N", "C", "C", "N", "C", "C", "N", "C", "C", "H", "H", "H", "H", "H", "H", "H", "H", "H", "H", "H", "H", "H", "H", "H", "H", "H", "H", "O", "P", "N", "C", "C", "N", "C", "C", "N", "C", "C", "H", "H", "H", "H", "H", "H", "H", "H", "H", "H", "H", "H", "H", "H", "H", "H", "H", "H", "O", "P", "N", "C", "C", "N", "C", "C", "N", "C", "C", "H", "H", "H", "H", "H", "H", "H", "H", "H", "H", "H", "H", "H", "H", "H", "H", "H", "H", "O", "P", "N", "C", "C", "N", "C", "C", "N", "C", "C", "H", "H", "H", "H", "H", "H", "H", "H", "H", "H", "H", "H", "H", "H", "H", "H", "H", "H"],
  "coordinates": [[15.16339, 13.06462, 12.07292], [16.20602, 12.39399, 12.93714], [15.62635, 11.69152, 14.01976], [15.35761, 12.55984, 15.14193], [14.43758, 11.97404, 16.15826], [16.19122, 10.46704, 14.35571], [17.56762, 10.40439, 14.99295], [15.60477, 13.72342, 11.35876], [14.39134, 13.60579, 12.64968], [14.64091, 12.33149, 11.48721], [16.71936, 11.68702, 12.29465], [16.92544, 13.13585, 13.22528], [16.28574, 12.84449, 15.71277], [14.96977, 13.49962, 14.72639], [14.93763, 11.19094, 16.79700], [14.13166, 12.72210, 16.85180], [13.59964, 11.48102, 15.72114], [16.21180, 9.85318, 13.42576], [15.49756, 9.94106, 15.04170], [18.39076, 10.89845, 14.40919], [17.85076, 9.38890, 15.25979], [17.54961, 11.00164, 15.92417], [17.93406, 19.73058, 14.70391], [17.77907, 18.31541, 15.19109], [17.80081, 17.28252, 14.18171], [16.53996, 17.16948, 13.49584], [15.33392, 16.65186, 14.30610], [18.19575, 15.98960, 14.66214], [19.62289, 15.95818, 15.14918], [17.85134, 20.41769, 15.52823], [17.27006, 19.96440, 13.87728], [18.94008, 19.78855, 14.23388], [18.57581, 18.27048, 15.91506], [16.84432, 18.20510, 15.75758], [16.28898, 18.12309, 13.06601], [16.58118, 16.45438, 12.62966], [14.46370, 16.45275, 13.66756], [15.57006, 15.70486, 14.79349], [14.94516, 17.40914, 14.97987], [18.09027, 15.31922, 13.81414], [17.51537, 15.68502, 15.44007], [19.83945, 16.74600, 15.90435], [20.35748, 16.13789, 14.39018], [19.80248, 14.99269, 15.60380], [18.66570, 13.11603, 19.07657], [19.81328, 12.16340, 19.09849], [19.37972, 10.81585, 18.94027], [18.42172, 10.36828, 19.97810], [17.57371, 9.22240, 19.52285], [20.49979, 9.92065, 18.89695], [21.15018, 9.83130, 17.55958], [19.07764, 14.09789, 18.82004], [18.17747, 13.16311, 20.02599], [18.01807, 12.74755, 18.27362], [20.50722, 12.37433, 18.28130], [20.36538, 12.29187, 20.11703], [18.98300, 10.21732, 20.97807], [17.68212, 11.15050, 20.14399], [18.11469, 8.25320, 19.40451], [16.74467, 9.07231, 20.19411], [17.16054, 9.53503, 18.55003], [20.10231, 8.97102, 19.21312], [21.28180, 10.15976, 19.64846], [21.56478, 10.80338, 17.15172], [20.48593, 9.42078, 16.82420], [21.99658, 9.14920, 17.60889], [17.54385, 12.50267, 22.87677], [17.73132, 13.02966, 24.29705], [16.64819, 12.64112, 25.18574], [15.29698, 12.93869, 24.72237], [14.91699, 14.40844, 24.63083], [16.81201, 11.23422, 25.51237], [17.69398, 10.80430, 26.72319], [18.43837, 12.63393, 22.31236], [16.74989, 13.07226, 22.39481], [17.18023, 11.49325, 22.86863], [18.66078, 12.59791, 24.72749], [17.81442, 14.13836, 24.33131], [14.63048, 12.50064, 25.44761], [14.96034, 12.39519, 23.78479], [15.15126, 14.89828, 25.62403], [13.88549, 14.44884, 24.40993], [15.44553, 14.92589, 23.83511], [15.77863, 10.85692, 25.68523], [17.11945, 10.64719, 24.64340], [18.75579, 11.04018, 26.50094], [17.52052, 11.42175, 27.60033], [17.61058, 9.76481, 27.00628], [12.53977, 9.28998, 22.11154], [13.41036, 10.50369, 22.45252], [13.07534, 11.73696, 21.72687], [11.62661, 12.10166, 21.95811], [11.34313, 13.58641, 21.84612], [13.45083, 11.81233, 20.31406], [14.93553, 11.69120, 20.16066], [12.86462, 8.40202, 22.68299], [12.65719, 9.02329, 21.05730], [11.51198, 9.44013, 22.34645], [13.32040, 10.64760, 23.52435], [14.45204, 10.24520, 22.23676], [11.01477, 11.47480, 21.28516], [11.32332, 11.82394, 22.94848], [12.01920, 14.04159, 22.61360], [11.57539, 13.99132, 20.90963], [10.31723, 13.84964, 22.12180], [13.06976, 12.76928, 19.97705], [12.91673, 11.06364, 19.72846], [15.20006, 10.82826, 20.74810], [15.45935, 12.49631, 20.63836], [15.31373, 11.64365, 19.13314], [13.32485, 16.01087, 17.51841], [14.02551, 15.43108, 18.76358], [15.24931, 16.14378, 19.09137], [16.31201, 15.75012, 18.18058], [17.65761, 16.40996, 18.41837], [15.64225, 15.96310, 20.45797], [14.77824, 16.68696, 21.46095], [13.90249, 15.81294, 16.63265], [13.12849, 17.08776, 17.67241], [12.38740, 15.48787, 17.37650], [13.38599, 15.56137, 19.65826], [14.30530, 14.35625, 18.57809], [16.53510, 14.68088, 18.17954], [15.94294, 15.96280, 17.15520], [17.70919, 17.47484, 18.37356], [18.22371, 15.93936, 19.24321], [18.30960, 16.12074, 17.59996], [16.61567, 16.48478, 20.61158], [15.78021, 14.88046, 20.70331], [15.24891, 16.96962, 22.39772], [13.88667, 16.07716, 21.68594], [14.45621, 17.61614, 20.98825], [21.25416, 19.97596, 17.25570], [21.79010, 18.53216, 17.29045], [21.59400, 17.78276, 18.50318], [22.26182, 18.37421, 19.66454], [23.82492, 18.32946, 19.62757], [21.88550, 16.38004, 18.31799], [21.47301, 15.44452, 19.34863], [21.16718, 20.30610, 16.20449], [21.96259, 20.65130, 17.75926], [20.31144, 20.06304, 17.79906], [21.35369, 17.90096, 16.51290], [22.83824, 18.66680, 16.94798], [21.84596, 19.38117, 19.88864], [21.88340, 17.76473, 20.47462], [24.22756, 18.47246, 20.66284], [24.06964, 17.33464, 19.34148], [24.23575, 19.07300, 18.93480], [22.95019, 16.19373, 18.13321], [21.40036, 16.19628, 17.40330], [22.15002, 15.42848, 20.23032], [21.57566, 14.49186, 18.83793], [20.47073, 15.58040, 19.75228], [11.48470, 13.15858, 14.00767], [11.04940, 14.59757, 13.89164], [11.91389, 15.44820, 13.10215], [11.66488, 16.87997, 13.34249], [10.27470, 17.32374, 12.95223], [11.93838, 15.08398, 11.70162], [13.02386, 15.81463, 10.93424], [12.50701, 13.08670, 14.39653], [11.44957, 12.67833, 13.05811], [10.84138, 12.67276, 14.74408], [10.03626, 14.58556, 13.46608], [10.89464, 15.07221, 14.88496], [12.47218, 17.45043, 12.83680], [11.82995, 17.08085, 14.42334], [9.52050, 16.87369, 13.61160], [9.96939, 17.10398, 11.89287], [10.18096, 18.43513, 13.07147], [12.05075, 13.99472, 11.64711], [10.96296, 15.24542, 11.23359], [14.03206, 15.46755, 11.27798], [13.04509, 15.57026, 9.88363], [12.97340, 16.91821, 11.08534], [17.19619, 22.85488, 19.84286], [17.76975, 21.81226, 20.71478], [19.10443, 22.12827, 21.68386], [18.73962, 23.21435, 22.55425], [20.39432, 22.21632, 20.99713], [18.30144, 20.51064, 19.78910], [17.34302, 20.27366, 18.63968], [18.62036, 19.24845, 20.44746], [16.68080, 21.37957, 21.91071], [16.85468, 20.30385, 22.88626], [15.28360, 21.74415, 21.58305], [19.23536, 24.14779, 22.26795], [19.14262, 23.03625, 23.58298], [17.65300, 23.31943, 22.65837], [20.44589, 21.33668, 20.34583], [21.10301, 22.16783, 21.74265], [20.55335, 23.09923, 20.37071], [17.81276, 19.54461, 18.00284], [16.33234, 19.95334, 18.92001], [17.21921, 21.19782, 18.09269], [19.31262, 19.41115, 21.28706], [17.77388, 18.65362, 20.82394], [19.09183, 18.62392, 19.65668], [16.32933, 20.54894, 23.83386], [16.44868, 19.36219, 22.48867], [17.97304, 20.18211, 22.98852], [14.88572, 21.02828, 20.89311], [15.24692, 22.74756, 21.14347], [14.64095, 21.71619, 22.47635], [9.29138, 20.61840, 19.03821], [10.37042, 19.60361, 19.26919], [10.72024, 18.55765, 18.06051], [9.80460, 17.38356, 17.90712], [11.14820, 19.14559, 16.77206], [9.93391, 18.62829, 20.55457], [8.52596, 18.74416, 20.95999], [10.86958, 17.73478, 21.26884], [11.90455, 20.30356, 19.51568], [11.80947, 21.51852, 20.38300], [13.20398, 19.76546, 19.11246], [10.39907, 16.54020, 17.52552], [9.04593, 17.49533, 17.16121], [9.36167, 17.10258, 18.88164], [11.87046, 18.48391, 16.29245], [11.68097, 20.06924, 16.98847], [10.35864, 19.34287, 15.98571], [7.93058, 19.33056, 20.25971], [8.08726, 17.73494, 20.88257], [8.35245, 19.17416, 21.94887], [10.27215, 16.86494, 21.49537], [11.77978, 17.50280, 20.70676], [11.14888, 18.08012, 22.26911], [10.76474, 21.75435, 20.61743], [12.44145, 21.36036, 21.25748], [12.28171, 22.34793, 19.91672], [13.78748, 19.53230, 20.01977], [13.72768, 20.61323, 18.56209], [13.10903, 18.90243, 18.47475], [12.09317, 20.50765, 13.93197], [12.70507, 21.69408, 14.56186], [13.80504, 21.30976, 15.81786], [14.49836, 20.00591, 15.65914], [14.83164, 22.37384, 16.00587], [11.89061, 22.92361, 15.34287], [10.85529, 23.45667, 14.49599], [11.55721, 22.85422, 16.76323], [13.20953, 22.73422, 13.26699], [13.63254, 22.12285, 11.99361], [13.87985, 24.02585, 13.45313], [14.72903, 19.61014, 16.67223], [15.37807, 20.04189, 15.05891], [13.88436, 19.34917, 15.06867], [14.33381, 23.30785, 16.18078], [15.42394, 22.51473, 15.08867], [15.43836, 22.12134, 16.89003], [9.83218, 23.22528, 14.70663], [10.94981, 24.53559, 14.43547], [10.95432, 23.15800, 13.45336], [10.61761, 22.31507, 16.95142], [12.44024, 22.36386, 17.22238], [11.45132, 23.86675, 17.14077], [13.19322, 22.80332, 11.24080], [14.69878, 22.10458, 11.84489], [13.25133, 21.12398, 11.83576], [14.93842, 23.95809, 13.18420], [13.76728, 24.44352, 14.44013], [13.41702, 24.75894, 12.72502], [21.30671, 15.38327, 23.05954], [20.55853, 16.04388, 24.17372], [18.94915, 16.20124, 23.76763], [18.05330, 16.85001, 24.74414], [18.53627, 16.01559, 22.41676], [20.98129, 17.61216, 24.61693], [22.34001, 17.73430, 25.17923], [20.66157, 18.57643, 23.53634], [20.81219, 15.14843, 25.56060], [21.09751, 13.72898, 25.36128], [20.34678, 15.50637, 26.87833], [18.63444, 17.09835, 25.63532], [17.25593, 16.15184, 24.91523], [17.64841, 17.80376, 24.32581], [19.33704, 15.55437, 21.88386], [18.31633, 16.95638, 21.90654], [17.68566, 15.34189, 22.42761], [22.38290, 17.16530, 26.12183], [23.21674, 17.58541, 24.49301], [22.44144, 18.78657, 25.46714], [19.83491, 18.18596, 22.98910], [20.30628, 19.47703, 24.03606], [21.49586, 18.74199, 22.88279], [21.85598, 13.40084, 26.09904], [20.26712, 13.07390, 25.56686], [21.46759, 13.55921, 24.34659], [20.21583, 16.55541, 27.10155], [20.96220, 15.02474, 27.64522], [19.35362, 15.11202, 27.11483]],
  "lowdin_charge": [-0.077, -0.264, -0.199, -0.262, -0.090, -0.296, -0.085, 0.060, 0.059, 0.073, 0.120, 0.098, 0.120, 0.096, 0.080, 0.047, 0.068, 0.127, 0.114, 0.086, 0.068, 0.053, -0.084, -0.274, -0.166, -0.229, -0.073, -0.263, -0.075, 0.060, 0.057, 0.090, 0.089, 0.102, 0.100, 0.125, 0.058, 0.045, 0.042, 0.113, 0.083, 0.037, 0.075, 0.074, -0.088, -0.290, -0.192, -0.266, -0.090, -0.297, -0.087, 0.044, 0.048, 0.086, 0.104, 0.150, 0.148, 0.068, 0.081, 0.055, 0.080, 0.097, 0.125, 0.090, 0.058, 0.071, -0.075, -0.223, -0.174, -0.270, -0.071, -0.263, -0.070, 0.059, 0.049, 0.060, 0.093, 0.092, 0.101, 0.109, 0.101, 0.045, 0.040, 0.112, 0.098, 0.060, 0.063, 0.062, -0.085, -0.263, -0.165, -0.242, -0.085, -0.247, -0.077, 0.081, 0.073, 0.049, 0.102, 0.091, 0.115, 0.103, 0.080, 0.028, 0.078, 0.088, 0.113, 0.041, 0.045, 0.070, -0.050, -0.224, -0.174, -0.226, -0.072, -0.276, -0.079, 0.042, 0.055, 0.058, 0.103, 0.108, 0.100, 0.099, 0.039, 0.057, 0.056, 0.080, 0.122, 0.057, 0.063, 0.058, -0.069, -0.269, -0.176, -0.234, -0.055, -0.294, -0.079, 0.078, 0.068, 0.051, 0.084, 0.118, 0.100, 0.087, 0.083, 0.041, 0.069, 0.120, 0.076, 0.091, 0.074, 0.059, -0.075, -0.278, -0.190, -0.267, -0.088, -0.270, -0.076, 0.056, 0.056, 0.081, 0.110, 0.117, 0.094, 0.102, 0.066, 0.083, 0.078, 0.101, 0.105, 0.057, 0.067, 0.075, -0.275, 0.509, -0.295, -0.138, -0.089, -0.261, -0.086, -0.136, -0.306, -0.108, -0.101, 0.085, 0.090, 0.077, 0.054, 0.055, 0.094, 0.045, 0.080, 0.054, 0.060, 0.059, 0.078, 0.094, 0.059, 0.073, 0.031, 0.082, 0.086, -0.313, 0.510, -0.279, -0.069, -0.111, -0.314, -0.116, -0.078, -0.275, -0.080, -0.112, 0.059, 0.070, 0.076, 0.052, 0.039, 0.110, 0.067, 0.077, 0.080, 0.062, 0.065, 0.079, 0.080, 0.061, 0.058, 0.053, 0.090, 0.038, -0.285, 0.579, -0.279, -0.113, -0.095, -0.302, -0.136, -0.095, -0.309, -0.109, -0.136, 0.084, 0.044, 0.049, 0.057, 0.082, 0.081, 0.080, 0.082, 0.076, 0.084, 0.059, 0.086, 0.088, 0.065, 0.066, 0.074, 0.061, 0.100, -0.300, 0.539, -0.320, -0.058, -0.111, -0.285, -0.113, -0.091, -0.282, -0.100, -0.135, 0.064, 0.052, 0.085, 0.062, 0.060, 0.066, 0.072, 0.098, 0.076, 0.030, 0.089, 0.077, 0.092, 0.041, 0.077, 0.070, 0.086, 0.080],
  "fmax_ev_per_a": 3.04,
  "smiles": "CN(C)P(=O)(N(C)C)N(C)C.CN(C)P(=O)(N(C)C)N(C)C.CN(C)P(=O)(N(C)C)N(C)C.CN(C)P(=O)(N(C)C)N(C)C.CCN(CC)CC.CCN(CC)CC.CCN(CC)CC.CCN(CC)CC.CCN(CC)CC.CCN(CC)CC.CCN(CC)CC.CCN(CC)CC",
  "energy_ha": -5619.9849
}